Record 1
Molecular formula: C18H19BrN4O2S3
Method: DFT, ωB97M-V with the def2-TZVPD basis set

## Properties
HOMO-LUMO gap	8.51	eV
relative energy (zero: lowest compared OMol25 entry of this formula, charge and spin)	33.1	kJ/mol

Each line ends with the Mulliken charge.
Element x y z (Å)
1 H -6.213 -3.342 -4.184  0.185
2 N -5.384 -2.823 -3.993  -0.744
3 C -4.263 -3.459 -3.713  0.609
4 N -4.357 -4.793 -3.857  -0.442
5 C -3.010 -2.863 -3.343  0.321
6 C -2.693 -1.547 -3.459  -0.962
7 C -1.322 -1.226 -3.025  -0.288
8 S -0.632 0.498 -3.246  1.630
9 O -1.623 1.346 -3.888  -0.688
10 O 0.653 0.571 -3.972  -0.686
11 C -0.412 1.053 -1.557  0.105
12 C 0.701 1.820 -1.185  -0.208
13 C 0.885 2.264 0.108  -0.764
14 Br 2.371 3.361 0.524  -0.201
15 C 0.004 1.827 1.085  0.615
16 C -1.137 1.143 0.727  -0.016
17 C -1.332 0.735 -0.564  -0.283
18 N -1.974 0.785 1.781  -0.739
19 C -1.304 1.268 2.806  -0.131
20 N -0.144 1.938 2.464  0.199
21 C 0.790 2.464 3.472  -1.419
22 C 1.919 1.498 3.740  -0.016
23 C 2.966 1.805 4.597  0.809
24 C 3.066 3.118 5.387  -1.241
25 C 4.138 0.895 4.728  -1.330
26 C -0.642 -2.350 -2.555  0.487
27 S 1.041 -2.306 -1.969  -0.052
28 C 1.861 -2.687 -3.530  -0.806
29 S -1.643 -3.774 -2.686  -0.305
30 H -3.487 -5.333 -3.887  0.154
31 H -5.174 -5.080 -4.337  0.185
32 H -3.424 -0.868 -3.798  0.568
33 H 1.446 2.050 -1.984  0.432
34 H -2.222 0.195 -0.815  0.566
35 H -1.592 1.131 3.822  0.441
36 H 1.248 3.341 3.103  0.439
37 H 0.248 2.774 4.407  0.392
38 H 1.921 0.544 3.217  0.324
39 H 2.168 3.747 5.203  0.277
40 H 3.935 3.669 5.050  0.323
41 H 3.140 2.942 6.478  0.349
42 H 4.418 0.764 5.771  0.358
43 H 5.003 1.350 4.205  0.293
44 H 3.955 -0.105 4.328  0.336
45 H 1.435 -2.082 -4.325  0.257
46 H 2.940 -2.504 -3.417  0.350
47 H 1.733 -3.752 -3.714  0.315

---

Record 2
Molecular formula: C49H74BrN14O4Y
Method: DFT, ωB97M-V with the def2-TZVPD basis set

## Properties
HOMO-LUMO gap	7.44	eV
net charge	+2
relative energy (zero: lowest compared OMol25 entry of this formula, charge and spin)	106.5	kJ/mol

Each line ends with the Mulliken charge.
Element x y z (Å)
1 Y 0.333 -0.011 -0.256  -0.515
2 C -5.146 -0.436 0.962  -0.867
3 N -4.673 -0.390 -0.406  0.799
4 C -5.652 -0.160 -1.449  -1.228
5 C -3.397 -0.871 -0.702  -1.413
6 N -2.326 -0.260 -0.285  1.636
7 C -2.569 1.012 0.415  -0.253
8 C -1.863 2.207 -0.214  -1.419
9 N -0.405 2.239 0.096  1.307
10 C -0.214 2.623 1.510  -1.769
11 C 1.199 2.365 1.969  -0.896
12 N 1.539 0.948 1.773  2.317
13 C 2.598 0.554 2.453  -2.879
14 N 2.708 -0.740 2.882  1.474
15 C 1.585 -1.364 3.573  -0.880
16 C 3.998 -1.382 3.081  -1.264
17 N 3.629 1.389 2.774  0.961
18 C 4.305 1.329 4.062  -1.204
19 C 4.129 2.398 1.856  -1.058
20 C 0.292 3.187 -0.810  -1.801
21 C 1.773 2.917 -1.108  -0.959
22 N 2.126 1.491 -1.214  1.220
23 C 3.181 1.174 -1.917  -0.909
24 N 3.786 -0.048 -1.706  1.343
25 C 4.334 -0.810 -2.812  -1.235
26 C 4.190 -0.498 -0.394  -0.858
27 N 3.773 1.943 -2.877  0.496
28 C 3.052 2.667 -3.910  -0.914
29 C 5.218 1.952 -3.042  -1.228
30 N -3.392 -2.051 -1.396  0.998
31 C -4.595 -2.860 -1.531  -1.216
32 C -2.237 -2.643 -2.016  -0.556
33 H -5.858 -1.257 1.118  0.334
34 H -5.649 0.495 1.237  0.316
35 H -4.306 -0.582 1.642  0.185
36 H -6.070 0.844 -1.353  0.372
37 H -6.482 -0.874 -1.417  0.356
38 H -5.176 -0.231 -2.427  0.307
39 H -2.252 0.885 1.454  -0.398
40 H -3.629 1.258 0.447  0.537
41 H -2.318 3.140 0.136  0.642
42 H -1.971 2.158 -1.295  0.300
43 H -0.892 2.031 2.116  0.335
44 H -0.471 3.683 1.628  0.098
45 H 1.270 2.625 3.030  0.997
46 H 1.872 3.047 1.455  -0.042
47 H 1.561 -1.079 4.630  0.371
48 H 1.684 -2.449 3.520  0.525
49 H 0.654 -1.076 3.100  -0.429
50 H 4.285 -1.431 4.135  0.419
51 H 4.772 -0.851 2.531  0.397
52 H 3.945 -2.403 2.699  0.277
53 H 3.766 0.671 4.738  0.339
54 H 4.315 2.327 4.503  0.369
55 H 5.338 0.984 3.969  0.349
56 H 3.723 2.224 0.862  0.079
57 H 5.218 2.316 1.808  0.419
58 H 3.881 3.413 2.176  0.339
59 H 0.205 4.201 -0.401  0.309
60 H -0.265 3.203 -1.735  1.028
61 H 2.407 3.384 -0.351  0.296
62 H 1.963 3.477 -2.020  0.754
63 H 3.930 -0.447 -3.754  0.327
64 H 4.041 -1.858 -2.692  0.248
65 H 5.427 -0.772 -2.852  0.401
66 H 3.642 0.050 0.365  0.086
67 H 5.267 -0.342 -0.244  0.392
68 H 3.993 -1.562 -0.265  0.136
69 H 1.987 2.486 -3.836  0.352
70 H 3.398 2.322 -4.887  0.363
71 H 3.235 3.743 -3.848  0.289
72 H 5.703 1.464 -2.199  0.288
73 H 5.565 2.985 -3.080  0.431
74 H 5.525 1.457 -3.967  0.372
75 H -5.294 -2.660 -0.724  0.268
76 H -4.307 -3.911 -1.476  0.455
77 H -5.099 -2.700 -2.487  0.307
78 H -1.361 -2.045 -1.824  -0.531
79 H -2.373 -2.728 -3.098  0.643
80 H -2.066 -3.651 -1.627  0.489
81 O -0.305 2.629 -3.831  -0.667
82 C -0.308 1.816 -4.920  0.159
83 C -0.307 2.389 -6.187  -0.870
84 C -0.344 1.580 -7.308  -0.458
85 C -0.406 0.196 -7.175  -1.121
86 C -0.414 -0.358 -5.908  -1.037
87 C -0.334 0.433 -4.763  -0.253
88 C -0.349 -0.248 -3.404  1.800
89 O -0.292 0.549 -2.279  1.346
90 N 0.835 -1.131 -3.349  -0.328
91 N 1.000 -1.776 -2.160  1.211
92 C 1.621 -2.895 -2.186  -2.295
93 C 1.982 -3.649 -1.002  0.396
94 Br 1.761 -2.746 0.649  -0.179
95 C 2.518 -4.874 -0.988  -0.550
96 C 2.698 -5.745 -2.161  0.221
97 C 3.892 -6.457 -2.285  -0.525
98 C 4.107 -7.277 -3.381  -0.591
99 C 3.119 -7.419 -4.347  -0.437
100 C 1.911 -6.751 -4.209  -0.720
101 C 1.699 -5.919 -3.121  -0.144
102 H -0.293 2.001 -3.068  -0.332
103 H -0.289 3.468 -6.268  0.523
104 H -0.345 2.029 -8.292  0.440
105 H -0.464 -0.437 -8.050  0.425
106 H -0.505 -1.437 -5.806  0.387
107 H -1.265 -0.845 -3.384  -0.643
108 H 0.999 -1.706 -4.169  0.544
109 H 1.941 -3.324 -3.133  0.770
110 H 2.874 -5.262 -0.039  0.562
111 H 4.657 -6.357 -1.525  0.453
112 H 5.041 -7.814 -3.475  0.403
113 H 3.284 -8.069 -5.195  0.406
114 H 1.126 -6.892 -4.941  0.424
115 H 0.734 -5.443 -2.989  0.489
116 O -4.854 -4.441 4.166  -0.526
117 C -4.575 -4.486 2.784  -0.492
118 C -3.393 -3.602 2.506  0.102
119 C -2.627 -3.750 1.359  -1.530
120 C -1.586 -2.871 1.136  -0.144
121 N -1.234 -1.877 1.950  0.972
122 C -1.939 -1.776 3.089  0.637
123 C -3.023 -2.596 3.383  -1.241
124 C -1.515 -0.792 4.128  0.280
125 C -1.450 -1.195 5.454  -1.049
126 C -1.070 -0.284 6.432  0.736
127 C -1.056 -0.694 7.886  -1.159
128 O -2.367 -0.958 8.352  -0.504
129 C -0.766 1.005 6.022  -1.189
130 C -0.850 1.316 4.673  -0.374
131 N -1.212 0.447 3.733  0.003
132 H -5.603 -5.012 4.362  0.340
133 H -5.425 -4.116 2.197  0.213
134 H -4.357 -5.502 2.442  0.398
135 H -2.825 -4.542 0.646  0.547
136 H -0.983 -2.996 0.249  -0.079
137 H -3.567 -2.461 4.308  0.771
138 H -1.698 -2.214 5.729  0.702
139 H -0.550 0.064 8.489  0.399
140 H -0.507 -1.629 7.998  0.359
141 H -2.830 -0.126 8.495  0.321
142 H -0.474 1.763 6.738  0.463
143 H -0.630 2.326 4.338  0.513

---

Record 3
Molecular formula: C38H78O10
Method: DFT, ωB97M-V with the def2-TZVPD basis set

## Properties
HOMO-LUMO gap	9.79	eV
relative energy (zero: lowest compared OMol25 entry of this formula, charge and spin)	39.1	kJ/mol

Each line ends with the Mulliken charge.
Element x y z (Å)
1 C 1.346 -3.158 2.126  1.078
2 C 1.269 -4.620 1.791  -0.539
3 C -0.003 -4.956 2.546  -0.551
4 O 0.217 -4.350 3.816  -0.491
5 C 1.026 -3.168 3.647  -0.451
6 H 0.562 -2.553 1.660  -0.574
7 H 2.267 -2.613 1.898  -0.211
8 H 2.117 -5.182 2.183  0.337
9 H 1.118 -4.906 0.743  0.191
10 H -0.035 -6.039 2.689  0.440
11 H -0.927 -4.590 2.088  0.204
12 H 1.974 -3.182 4.186  0.440
13 H 0.535 -2.210 3.823  0.158
14 C -1.385 -3.633 -3.451  -0.456
15 C -1.281 -5.147 -3.572  -0.613
16 C -1.681 -5.593 -2.188  -0.079
17 O -2.869 -4.805 -2.018  -0.481
18 C -2.576 -3.488 -2.448  0.695
19 H -1.598 -3.182 -4.418  0.405
20 H -0.506 -3.177 -2.991  0.064
21 H -0.313 -5.463 -3.973  0.363
22 H -2.035 -5.408 -4.316  0.262
23 H -1.012 -5.330 -1.358  -0.080
24 H -1.920 -6.650 -2.081  0.327
25 H -2.282 -2.839 -1.612  -0.026
26 H -3.379 -2.909 -2.904  -0.470
27 C 3.723 -3.268 -1.176  -0.246
28 C 5.211 -3.156 -0.830  -0.743
29 C 5.221 -1.884 0.019  -0.426
30 O 4.161 -1.035 -0.467  -0.179
31 C 3.236 -1.823 -1.226  0.018
32 H 3.196 -3.776 -0.360  -0.275
33 H 3.467 -3.877 -2.043  0.503
34 H 5.734 -2.985 -1.769  0.297
35 H 5.485 -4.014 -0.222  0.380
36 H 6.119 -1.285 -0.126  0.371
37 H 5.049 -2.130 1.070  0.110
38 H 3.140 -1.437 -2.244  0.335
39 H 2.255 -1.741 -0.746  -0.128
40 C -5.441 -0.860 -3.504  -0.477
41 C -5.824 0.178 -2.461  -0.717
42 C -4.468 0.420 -1.792  -0.198
43 O -3.505 0.259 -2.842  -0.097
44 C -4.090 -0.335 -3.990  -0.344
45 H -6.190 -1.055 -4.269  0.438
46 H -5.220 -1.811 -3.012  0.145
47 H -6.613 -0.035 -1.739  0.388
48 H -6.208 1.101 -2.909  0.309
49 H -4.256 -0.372 -1.068  0.049
50 H -4.355 1.414 -1.366  0.265
51 H -3.394 -1.081 -4.383  0.149
52 H -4.195 0.398 -4.801  0.246
53 C -1.309 3.596 2.708  -0.127
54 C -0.003 4.368 2.619  0.202
55 C -0.468 5.822 2.757  -0.611
56 O -1.677 5.802 1.993  -0.477
57 C -2.226 4.482 1.875  0.195
58 H -1.620 3.600 3.758  0.292
59 H -1.128 2.555 2.439  -0.152
60 H 0.515 4.222 1.664  -0.240
61 H 0.768 4.034 3.318  0.269
62 H 0.198 6.529 2.268  0.338
63 H -0.635 6.068 3.808  0.301
64 H -2.115 4.176 0.827  -0.273
65 H -3.275 4.558 2.152  0.320
66 C -1.360 3.532 -2.090  0.394
67 C -1.224 3.127 -3.536  -0.431
68 C -0.615 4.340 -4.271  -0.531
69 O -0.266 5.259 -3.235  -0.508
70 C -0.301 4.622 -1.957  0.062
71 H -1.249 2.690 -1.410  -0.476
72 H -2.304 4.036 -1.871  0.453
73 H -2.151 2.757 -3.975  0.360
74 H -0.462 2.363 -3.720  0.123
75 H -1.348 4.810 -4.928  0.320
76 H 0.280 4.058 -4.829  0.172
77 H -0.543 5.428 -1.260  0.228
78 H 0.726 4.287 -1.743  -0.227
79 C 2.623 2.074 -3.149  0.292
80 C 3.462 1.688 -1.928  0.939
81 C 3.622 3.042 -1.219  0.187
82 O 3.513 4.017 -2.247  -0.502
83 C 3.270 3.404 -3.503  -0.619
84 H 1.586 2.160 -2.825  -0.391
85 H 2.746 1.353 -3.959  0.482
86 H 4.461 1.347 -2.210  0.189
87 H 3.066 0.905 -1.287  -1.251
88 H 4.572 3.068 -0.680  0.285
89 H 2.823 3.227 -0.494  -0.258
90 H 4.185 3.250 -4.088  0.329
91 H 2.645 4.061 -4.109  0.331
92 C 4.259 1.520 2.374  -0.710
93 C 2.962 2.348 2.406  0.257
94 C 2.286 1.751 3.654  -0.464
95 O 2.613 0.348 3.618  -0.451
96 C 3.580 0.178 2.594  0.393
97 H 4.892 1.879 3.185  0.391
98 H 4.753 1.649 1.413  0.246
99 H 2.385 2.160 1.501  -0.449
100 H 3.227 3.399 2.528  0.664
101 H 1.197 1.847 3.645  0.144
102 H 2.616 2.128 4.627  0.314
103 H 3.012 -0.079 1.690  -0.476
104 H 4.275 -0.648 2.756  0.347
105 C -2.893 -1.821 5.303  -0.460
106 C -3.189 -2.649 4.078  -0.547
107 C -2.689 -1.713 2.984  0.336
108 O -3.018 -0.397 3.470  -0.368
109 C -3.491 -0.493 4.813  -0.516
110 H -1.813 -1.658 5.342  0.163
111 H -3.306 -2.231 6.222  0.390
112 H -4.258 -2.854 3.954  0.340
113 H -2.750 -3.648 4.006  0.279
114 H -3.189 -1.818 2.021  0.149
115 H -1.601 -1.803 2.915  -0.365
116 H -4.582 -0.517 4.929  0.264
117 H -3.139 0.404 5.325  0.301
118 C -0.768 -0.246 -0.793  -1.477
119 C 0.079 0.630 0.102  2.115
120 O 0.201 -0.037 1.359  -0.060
121 H -1.711 -0.358 -0.246  0.077
122 H -0.251 -1.191 -0.960  0.111
123 H -1.114 0.137 -1.755  0.678
124 H -0.403 1.603 0.225  -0.209
125 H 1.101 0.713 -0.285  -1.079
126 H 1.080 0.085 1.724  -0.436

---

Record 4
Molecular formula: C49H41MnN6P
Method: DFT, ωB97M-V with the def2-TZVPD basis set

## Properties
multiplicity	2
HOMO-LUMO gap (spin up / spin down)	5.16 / 5.37	eV
<S²>	1.175
relative energy (zero: lowest compared OMol25 entry of this formula, charge and spin)	0.0	kJ/mol

Each line ends with the Mulliken charge.
Element x y z (Å)
1 Mn -0.287 -0.749 0.121  0.195
2 C 3.120 0.677 3.108  -0.763
3 N 2.334 -0.447 2.629  0.453
4 C 1.773 -0.572 1.392  -0.218
5 N 1.060 -1.692 1.319  -0.144
6 C 1.215 -2.342 2.527  0.490
7 C 1.999 -1.580 3.347  0.318
8 C 2.440 -1.806 4.737  -0.521
9 C 3.794 -1.820 5.065  -0.063
10 C 4.201 -2.055 6.370  -0.784
11 C 3.255 -2.287 7.359  -0.360
12 C 1.904 -2.280 7.038  -0.770
13 C 1.498 -2.036 5.736  0.008
14 C 0.629 -3.671 2.783  0.041
15 C -0.635 -3.983 2.292  -0.329
16 C -1.189 -5.231 2.534  -0.670
17 C -0.490 -6.179 3.269  -0.393
18 C 0.774 -5.875 3.756  -0.718
19 C 1.332 -4.631 3.509  -0.346
20 P 1.983 0.786 0.170  -0.486
21 C 0.398 1.747 0.594  -0.274
22 N -0.793 1.142 0.632  0.060
23 C -1.757 2.130 0.595  -0.288
24 C -1.135 3.344 0.463  0.410
25 N 0.228 3.092 0.435  0.378
26 C 1.288 4.078 0.403  -1.132
27 C -1.704 4.704 0.439  -0.283
28 C -2.579 5.098 1.449  -0.023
29 C -3.145 6.363 1.435  -0.731
30 C -2.834 7.254 0.416  -0.364
31 C -1.960 6.871 -0.592  -0.729
32 C -1.401 5.601 -0.582  -0.153
33 C -3.194 1.832 0.680  0.634
34 C -4.124 2.524 -0.092  -0.387
35 C -5.477 2.247 0.024  -0.681
36 C -5.915 1.269 0.907  -0.465
37 C -4.992 0.566 1.668  -0.541
38 C -3.639 0.846 1.556  -0.701
39 C 1.708 -0.127 -1.373  -0.262
40 N 0.667 -0.945 -1.625  0.112
41 C 0.570 -1.048 -3.003  0.415
42 C 1.512 -0.248 -3.582  0.358
43 N 2.210 0.368 -2.560  0.417
44 C 3.270 1.339 -2.691  -0.955
45 C 1.799 -0.015 -5.010  -0.329
46 C 0.773 0.367 -5.872  -0.101
47 C 1.025 0.552 -7.222  -0.747
48 C 2.304 0.367 -7.727  -0.384
49 C 3.333 -0.012 -6.874  -0.726
50 C 3.079 -0.206 -5.525  -0.201
51 C -0.410 -1.915 -3.682  -0.024
52 C -1.754 -1.886 -3.318  -0.295
53 C -2.675 -2.679 -3.985  -0.740
54 C -2.268 -3.506 -5.024  -0.425
55 C -0.930 -3.541 -5.389  -0.716
56 C -0.007 -2.753 -4.719  -0.286
57 H 2.674 1.608 2.769  0.229
58 H 4.148 0.617 2.748  0.280
59 H 3.115 0.663 4.195  0.430
60 H 4.534 -1.665 4.289  0.459
61 H 5.255 -2.067 6.611  0.399
62 H 3.569 -2.476 8.377  0.400
63 H 1.163 -2.464 7.806  0.401
64 H 0.445 -2.034 5.481  0.460
65 H -1.175 -3.241 1.716  0.237
66 H -2.172 -5.461 2.143  0.418
67 H -0.925 -7.152 3.455  0.389
68 H 1.335 -6.612 4.317  0.395
69 H 2.327 -4.406 3.873  0.465
70 H 0.989 4.952 0.979  0.406
71 H 1.512 4.386 -0.621  0.288
72 H 2.182 3.642 0.843  0.426
73 H -2.820 4.400 2.241  0.459
74 H -3.828 6.655 2.222  0.404
75 H -3.274 8.242 0.406  0.399
76 H -1.721 7.558 -1.393  0.383
77 H -0.742 5.298 -1.387  0.438
78 H -3.785 3.275 -0.795  0.511
79 H -6.189 2.790 -0.585  0.408
80 H -6.972 1.050 0.995  0.404
81 H -5.323 -0.207 2.350  0.398
82 H -2.914 0.290 2.136  0.473
83 H 3.256 1.740 -3.701  0.460
84 H 4.247 0.896 -2.492  0.261
85 H 3.106 2.149 -1.978  0.263
86 H -0.224 0.505 -5.475  0.484
87 H 0.217 0.841 -7.882  0.403
88 H 2.499 0.515 -8.781  0.397
89 H 4.331 -0.168 -7.261  0.392
90 H 3.878 -0.528 -4.867  0.474
91 H -2.066 -1.251 -2.499  0.391
92 H -3.716 -2.651 -3.690  0.407
93 H -2.991 -4.124 -5.540  0.382
94 H -0.602 -4.191 -6.190  0.395
95 H 1.040 -2.789 -4.996  0.458
96 C -1.849 -1.636 -0.001  -1.255
97 H -2.870 -1.319 0.237  0.173
98 H -1.844 -2.677 -0.363  0.782